Density functional theory data (ωB97M-V/def2-TZVPD) for C4H8S2 in the gas phase.

Geometry as XYZ:
```
14
Properties=species:S:1:pos:R:3:forces:R:3:mulliken_charge:R:1
C 1.699 -0.754 -0.374 1.261 1.458 0.073 -0.70
S 1.460 -0.369 1.375 -0.164 0.283 0.343 -0.05
C -0.342 0.053 1.436 -0.748 -2.899 -0.746 -0.60
C -0.717 1.025 0.338 -0.868 -2.339 -0.908 0.47
C -1.266 0.288 -0.904 2.452 -1.937 0.866 -1.14
S -0.487 2.582 0.300 0.273 1.542 0.398 -0.25
H 2.778 -1.061 -0.550 -1.675 -0.392 0.323 0.30
H 0.854 -1.313 -0.681 0.062 -1.600 -0.514 0.21
H 1.597 0.150 -0.969 0.126 0.439 0.056 0.24
H -0.946 -0.987 1.277 1.332 2.485 0.334 0.24
H -0.530 0.331 2.463 0.063 0.569 0.086 0.36
H -2.289 0.263 -1.069 -2.156 0.666 0.113 0.38
H -1.029 -0.818 -0.840 -0.160 1.140 0.070 0.22
H -0.782 0.610 -1.803 0.203 0.586 -0.495 0.32
```
Positions in Å, forces in eV/Å.

Summary:
HOMO-LUMO gap ... 8.3610 eV
Maximum force ... 0.063 hartree/bohr
Calculated total energy ... -25946.7296 eV
Energy relative to the best compared isomer or geometry (same formula, charge and spin) ... 162.5 kJ/mol
LUMO ... -0.257 eV
HOMO level ... -0.31670 Eh



Density functional theory data (ωB97M-V/def2-TZVPD) for a molecular structure, C4H6O2.

Geometry as XYZ:
```
12
Properties=species:S:1:pos:R:3:forces:R:3:mulliken_charge:R:1
C 1.440 -0.280 0.074 0.060 -0.026 -0.030 -1.34
C -0.050 -0.246 0.346 -0.150 -0.651 0.320 0.46
C -0.848 1.065 0.239 0.053 0.108 0.351 -0.41
O -1.722 0.459 -0.761 -0.102 -0.040 -0.128 -0.34
C -1.005 -0.702 -0.715 0.027 -0.624 -0.658 0.42
O -1.200 -1.737 -1.269 -0.161 0.398 -0.210 -0.56
H 2.001 0.138 0.912 -0.057 -0.030 -0.043 0.33
H 1.773 -1.310 -0.075 -0.052 0.083 0.023 0.34
H 1.699 0.285 -0.825 -0.084 -0.006 0.071 0.34
H -0.347 -0.967 1.145 0.432 1.063 0.239 0.25
H -0.312 1.917 -0.193 -0.010 -0.245 0.108 0.25
H -1.427 1.376 1.108 0.045 -0.032 -0.042 0.25
```
Positions in Å, forces in eV/Å.

Summary:
HOMO-LUMO gap ... 11.2268 eV
Maximum force ... 0.023 hartree/bohr
Calculated total energy ... -8339.6812 eV
Energy relative to the best compared isomer or geometry (same formula, charge and spin) ... 75.3 kJ/mol
LUMO ... 0.859 eV
HOMO level ... -0.38101 Eh



Density functional theory data (ωB97M-V/def2-TZVPD) for a molecular structure, C6H10BrN3.

Geometry as XYZ:
```
20
Properties=species:S:1:pos:R:3:forces:R:3:mulliken_charge:R:1
C -0.846 2.596 0.344 0.275 -0.071 -0.965 0.13
C -1.770 -0.975 0.026 1.983 -1.204 0.022 -0.17
C 0.056 -2.418 0.078 -1.144 1.587 2.347 -1.05
C 1.440 0.840 0.757 0.605 -1.140 0.746 -0.72
C -0.226 1.809 -0.660 -1.747 1.143 -1.147 -0.20
C -2.680 -0.195 -0.606 0.578 0.915 -1.555 -0.26
N -1.420 3.380 0.967 -0.050 0.071 0.507 -0.45
N -0.565 -1.200 -0.455 -0.117 -1.216 -0.924 -0.35
N 0.623 0.840 -0.451 2.391 -0.333 0.846 -0.10
Br -4.214 -0.114 0.381 -1.671 0.766 0.035 -0.13
H -1.990 -1.565 0.930 -0.679 0.584 -0.089 0.41
H 0.465 -2.250 1.123 -0.005 0.033 -0.949 0.34
H 0.838 -2.670 -0.578 0.815 -0.998 -0.636 0.31
H -0.741 -3.150 0.284 0.593 -0.345 -0.666 0.40
H 2.535 1.103 0.687 -1.238 0.393 -0.549 0.27
H 0.917 1.453 1.492 0.350 0.221 -0.065 0.29
H 1.497 -0.157 1.223 -0.366 0.072 -0.391 0.17
H -0.538 1.969 -1.701 -0.077 0.004 0.697 0.40
H -2.531 0.250 -1.662 -0.537 -0.791 2.160 0.33
H 0.800 0.198 -1.220 0.041 0.310 0.574 0.37
```
Positions in Å, forces in eV/Å.

Summary:
HOMO-LUMO gap (spin up / spin down) ... 8.0824 / 5.9165 eV
Maximum force ... 0.059 hartree/bohr
Calculated total energy ... -80892.2101 eV
Energy relative to the best compared isomer or geometry (same formula, charge and spin) ... 459.3 kJ/mol
LUMO (spin up / spin down) ... 0.148 / -0.895 eV
HOMO level (spin up / spin down) ... -0.29157 / -0.25033 Eh



- Look up the maximum force of the third one.
  0.059 hartree/bohr



- What is the calculated total energy in the second record?
  -8339.6812 eV



- Among the records above, which one has the lowest maximum force?
  C4H6O2



Copy entry 1 word for word.
Density functional theory data (ωB97M-V/def2-TZVPD) for C4H8S2 in the gas phase.

Geometry as XYZ:
```
14
Properties=species:S:1:pos:R:3:forces:R:3:mulliken_charge:R:1
C 1.699 -0.754 -0.374 1.261 1.458 0.073 -0.70
S 1.460 -0.369 1.375 -0.164 0.283 0.343 -0.05
C -0.342 0.053 1.436 -0.748 -2.899 -0.746 -0.60
C -0.717 1.025 0.338 -0.868 -2.339 -0.908 0.47
C -1.266 0.288 -0.904 2.452 -1.937 0.866 -1.14
S -0.487 2.582 0.300 0.273 1.542 0.398 -0.25
H 2.778 -1.061 -0.550 -1.675 -0.392 0.323 0.30
H 0.854 -1.313 -0.681 0.062 -1.600 -0.514 0.21
H 1.597 0.150 -0.969 0.126 0.439 0.056 0.24
H -0.946 -0.987 1.277 1.332 2.485 0.334 0.24
H -0.530 0.331 2.463 0.063 0.569 0.086 0.36
H -2.289 0.263 -1.069 -2.156 0.666 0.113 0.38
H -1.029 -0.818 -0.840 -0.160 1.140 0.070 0.22
H -0.782 0.610 -1.803 0.203 0.586 -0.495 0.32
```
Positions in Å, forces in eV/Å.

Summary:
HOMO-LUMO gap ... 8.3610 eV
Maximum force ... 0.063 hartree/bohr
Calculated total energy ... -25946.7296 eV
Energy relative to the best compared isomer or geometry (same formula, charge and spin) ... 162.5 kJ/mol
LUMO ... -0.257 eV
HOMO level ... -0.31670 Eh